(1)
The following is a quantum chemistry calculation of a cluster of 16 separate species, C8H37FO18 in total, from the Open Molecules 2025 dataset.

```
64
Properties=species:S:1:pos:R:3:lowdin_charge:R:1
H -5.6378 -1.3735 -0.8129 0.030
H 0.0698 -3.4458 -1.2545 -0.003
H 3.2181 3.1844 1.9205 0.023
O -0.8773 3.1074 0.5686 -0.026
H 3.1614 3.1008 -0.9073 0.048
H -8.7116 -2.6075 -2.1691 0.038
H 3.9276 6.1183 3.5432 0.032
C -2.0453 1.0427 0.5703 0.100
O 5.2896 0.4004 1.0778 -0.059
O 2.0490 -3.6363 -0.3739 -0.066
H 3.1466 1.8726 -0.0188 0.007
O 3.6282 2.6905 -0.1726 -0.059
O -0.2024 -3.5168 -2.1806 -0.060
H 2.8613 5.0542 3.3015 -0.008
H 1.8028 -4.1674 0.4017 0.022
H -0.2889 -2.6006 -2.4641 -0.011
H -6.1498 -0.6462 3.4927 0.043
O 2.1768 -6.0663 1.0662 -0.045
O 4.8789 -0.8561 -4.6253 -0.063
O 2.8480 -0.1837 -2.8522 -0.048
H 2.5072 -4.2601 -0.9471 0.039
O -6.5181 -0.9905 -0.8974 -0.059
O 2.9847 6.0086 3.3890 -0.064
O -2.8320 -1.1012 -0.1032 0.136
H -0.4936 2.5862 2.5264 0.123
O -7.9964 -3.1749 -2.4749 -0.056
H 2.9549 -6.3992 0.6063 0.054
O 1.1064 1.6336 -0.8392 0.105
O -6.0635 -1.2838 2.7767 -0.048
O -5.2405 0.9982 0.8834 -0.068
H -0.0549 4.7526 3.3750 0.090
H 3.9120 -2.8448 -1.6158 -0.001
H 4.2404 -2.6378 -3.0834 0.010
H 2.1915 -0.3335 -3.5408 0.045
C -1.9402 -0.4127 0.3330 -0.306
H 0.9172 4.4935 1.9299 0.056
H -6.7603 -1.1832 -1.8091 0.020
H -1.9754 3.5480 2.2863 0.124
H 3.1551 2.1497 3.0400 0.050
C -0.0952 4.6486 2.2886 -0.064
H 1.5114 -0.6698 0.6148 0.142
C -0.9323 3.4304 1.9902 -0.204
C -0.5824 -0.9907 0.6459 -0.193
H -8.1570 -4.0149 -2.0344 0.041
H -6.1726 1.2328 0.8808 0.041
H 2.3829 0.3318 -2.1846 0.001
H 1.8556 -6.8174 1.5749 0.051
C -0.9450 1.7719 0.3630 -0.218
H -1.5366 -0.7814 -2.4308 0.029
O 2.6543 2.8723 2.6456 -0.058
F -0.5415 -2.2284 1.1235 0.122
C 0.3176 1.0892 -0.1014 -0.279
C 0.5181 -0.2867 0.4230 0.109
H 5.7666 -1.1728 -4.8218 0.042
H -5.4165 -1.9209 3.0967 0.042
H 5.0097 -0.0083 -4.1890 0.032
O 4.5211 -3.1357 -2.3047 -0.068
H 5.8466 1.1180 0.7592 0.036
O -0.8536 -0.6202 -3.0941 -0.038
H -5.2518 0.0396 0.9782 -0.006
H -2.9758 1.4822 0.9082 0.120
H 5.3293 -0.2622 0.3795 0.037
H -0.9799 0.2988 -3.3520 0.053
H -0.5124 5.5738 1.8944 0.084
```

Results
**Multiplicity**: 1
**DFT total energy**: -48467.586 eV
**Lowest unoccupied orbital energy**: -1.391 eV
**Frontier orbital gap**: 0.32120 Ha

(2)
The following is a quantum chemistry calculation of a cluster of 12 separate species, C8H38ClN16O15 in total, from the Open Molecules 2025 dataset.

```
78
Properties=species:S:1:pos:R:3:lowdin_charge:R:1
H 20.0708 1.4500 -15.6706 -0.026
H 17.6260 0.7999 -18.3837 0.066
O 14.3390 0.4721 -15.3468 -0.062
H 14.2736 7.4840 -19.8952 0.102
H 17.0600 1.5815 -12.2217 0.071
H 16.7390 -0.9909 -15.5826 0.100
H 21.3724 4.9234 -16.8723 0.098
O 18.3535 2.5255 -16.4275 -0.359
N 15.4113 7.3927 -16.9178 0.197
N 21.2177 4.3335 -16.0769 0.186
N 12.0852 4.5016 -13.2960 0.151
C 18.5884 4.9679 -19.8449 -0.685
O 20.8555 1.9483 -12.1991 -0.080
H 18.6312 3.0878 -18.9581 0.061
H 11.1732 4.3111 -12.9297 0.093
C 16.4154 2.9229 -10.7985 -0.679
C 17.3933 -1.1236 -17.6194 -0.670
O 15.5043 3.1880 -10.0365 0.031
O 13.0568 3.4213 -11.5257 0.018
H 11.7758 5.6935 -17.5065 0.105
N 23.4151 4.7305 -15.5311 0.153
Cl 17.8656 3.2319 -15.2664 0.676
H 17.6534 7.1510 -14.2134 0.085
H 18.0372 3.5854 -11.8905 0.074
H 14.5395 7.0780 -16.5175 0.058
N 17.8228 8.0931 -14.5193 0.147
O 17.5355 4.5785 -15.7187 -0.372
H 17.1159 4.8181 -11.1284 0.105
H 12.3838 4.1824 -18.1759 0.102
C 13.3661 4.8271 -16.5248 -0.641
O 16.7092 2.5290 -14.7647 -0.341
H 19.8575 7.3807 -16.8479 0.104
N 17.6873 -0.1820 -18.5745 0.147
H 16.2567 7.2598 -16.3926 0.076
H 21.2142 2.4857 -12.9239 -0.023
N 17.0413 -0.5501 -16.4272 0.166
H 14.8929 1.2594 -15.2924 -0.017
O 17.3627 -2.3156 -17.8624 0.015
H 21.4686 1.1083 -15.1898 0.018
N 18.7759 3.6142 -19.8004 0.149
C 15.4442 7.6524 -18.2471 -0.653
H 14.9155 3.7046 -15.9401 0.071
H 17.5369 6.3749 -18.8498 0.054
H 17.9768 5.0553 -17.8080 0.041
H 15.1566 3.8994 -12.7018 0.057
N 14.2436 7.5592 -18.8957 0.155
O 20.6488 0.7005 -15.4928 -0.060
H 20.0763 1.5354 -12.5811 0.009
C 22.2491 4.0643 -15.2283 -0.626
N 14.1626 3.7325 -16.6125 0.209
N 16.5594 1.6720 -11.3534 0.157
H 17.3050 8.8625 -14.1415 0.102
O 18.7848 5.6535 -20.8378 0.013
C 18.6591 8.3252 -15.5841 -0.693
C 13.1563 4.0501 -12.5693 -0.672
H 14.4299 4.8911 -13.9768 0.055
H 14.1429 3.1041 -17.3934 0.113
N 14.3638 4.3316 -13.1416 0.175
H 23.3255 5.4465 -16.2266 0.089
H 20.2896 4.0099 -15.8527 0.050
H 19.1134 3.1434 -20.6186 0.094
O 16.4790 7.8620 -18.8715 0.007
O 18.9074 9.4520 -15.9808 0.021
O 18.9012 3.3294 -14.2685 -0.325
N 19.1720 7.1886 -16.1414 0.165
H 16.1294 0.8388 -11.0055 0.097
O 22.2215 3.2207 -14.3400 0.014
H 17.2280 0.4329 -16.3334 0.045
N 12.4301 4.9360 -17.5168 0.168
H 12.2547 4.8622 -14.2212 0.048
H 24.2314 4.5578 -14.9801 0.103
N 18.0576 5.5047 -18.7029 0.162
H 17.8814 -0.5039 -19.5025 0.095
N 17.1770 3.8682 -11.4468 0.148
H 13.3882 7.3251 -18.4316 0.067
H 14.2146 0.2071 -14.4301 0.040
O 13.4720 5.6342 -15.5949 -0.042
H 18.9504 6.2874 -15.7580 0.048
```

Results
**Multiplicity**: 1
**Relative energy (zero: lowest compared OMol25 entry of this formula, charge and spin)**: 0.000 eV
**DFT total energy**: -75994.327 eV
**Lowest unoccupied orbital energy**: 1.783 eV
**Net charge**: -1
**Frontier orbital gap**: 0.32867 Ha

(3)
The following is a quantum chemistry calculation of a cluster of 14 separate species, C8H38O13 in total, from the Open Molecules 2025 dataset.

```
59
Properties=species:S:1:pos:R:3:lowdin_charge:R:1
O -4.0206 -2.2652 -0.5856 -0.086
H -2.6254 0.8583 -2.4026 -0.003
H -3.0012 2.9628 -3.2928 0.092
H 1.6309 1.0603 2.3642 0.062
H 1.8898 -0.0405 3.7181 0.051
O 0.9350 -1.7709 -3.3146 -0.059
H -0.6894 1.9619 -2.7632 0.032
H -3.7473 -1.6502 -1.3619 0.061
H 2.0528 -0.0886 -0.4833 0.064
O -3.7681 -3.7361 3.0512 -0.052
H -1.5942 0.3302 2.4384 0.077
C -1.9796 -0.2485 1.6067 0.032
O -2.5445 -0.1312 -2.2883 -0.094
O -2.5882 3.5203 -0.2237 -0.032
H -0.6223 -4.5146 -1.2254 0.010
H 5.3790 0.0858 -0.8380 0.052
H -3.0297 -0.4747 1.5055 0.061
C -1.1993 -0.6610 0.6160 -0.147
H -2.9591 3.0438 0.5226 0.066
H 0.7220 4.1166 0.3785 0.038
H -1.7042 -0.4826 -2.6429 0.043
C 0.8642 -0.8999 2.0045 -0.302
H -3.3058 -2.8436 -0.3985 -0.014
O 0.2255 1.7147 -2.5024 -0.086
H 1.4353 -2.8312 1.6603 0.125
H -1.6841 3.7435 -0.0514 -0.018
H 1.4090 3.0712 -2.3565 -0.036
H 5.2965 1.3855 2.0817 -0.001
O 5.4308 2.3198 1.9457 -0.067
O 2.6326 2.5985 0.3680 -0.032
H 4.8889 -0.1923 0.6771 0.023
H -2.5945 3.0087 -1.8278 0.012
H 1.3330 3.6243 -3.7581 0.016
H 4.5983 2.6870 1.5647 0.026
H -0.1026 1.0495 -1.8279 0.028
H -1.5214 -5.3130 -2.0410 0.046
H -4.3330 -3.1799 2.5204 0.024
O -2.5750 2.4349 -2.6056 -0.051
C 1.4748 0.0366 2.7507 0.081
H -0.8748 -3.2052 1.6532 0.089
H 0.0993 5.0580 -0.6758 0.072
H -3.3451 -3.1306 3.6692 0.027
O 1.9061 3.5643 -3.0061 -0.072
O -0.0209 4.2281 -0.2080 -0.025
C 1.0089 -0.2437 -0.3699 0.090
H 0.4233 -0.1971 -1.2284 0.003
H 1.4596 -1.7993 -2.4865 0.034
H 2.5650 1.7311 0.7714 -0.010
H -1.5258 -1.1571 -0.3065 0.094
O -0.6174 -4.9613 -2.0671 -0.051
C -0.5435 -2.8862 2.6843 -0.097
C 0.8409 -2.3356 2.4401 -0.209
H -1.2426 -2.1745 3.0390 0.037
H 3.0782 2.5374 -0.4646 0.040
H -0.5488 -3.8050 3.2946 0.087
C 0.2538 -0.6042 0.7014 -0.261
H 0.9075 -2.6904 -3.5867 0.029
O 4.7023 0.1828 -0.1713 -0.031
H 1.4656 -2.4013 3.3353 0.109
```

Results
**Multiplicity**: 1
**Relative energy (zero: lowest compared OMol25 entry of this formula, charge and spin)**: 3.541 eV
**DFT total energy**: -35527.845 eV
**Lowest unoccupied orbital energy**: 0.061 eV
**Frontier orbital gap**: 0.33924 Ha

(4)
The following is a quantum chemistry calculation of a cluster of 11 separate species, C8H38O15 in total, from the Open Molecules 2025 dataset.

```
61
Properties=species:S:1:pos:R:3:lowdin_charge:R:1
H 1.5875 -3.5028 2.1435 -0.013
H -1.7944 3.7578 0.5107 0.125
H -1.4328 -0.4885 3.2568 0.091
H -0.9333 -3.5379 -0.2857 -0.013
C -1.5865 2.9417 1.2073 -0.272
O -0.4885 1.2630 -3.9995 -0.046
O -2.9316 3.9157 2.9863 -0.039
H 0.8087 -1.2822 1.0949 0.109
H -2.6709 -3.6316 2.1710 0.111
H -2.8449 4.7926 3.3649 0.083
O 2.2822 -2.4107 3.5767 -0.045
H 1.3495 1.6356 -1.6141 0.046
C -1.6526 3.4385 2.6397 -0.268
O -1.2535 -4.4144 -0.0355 -0.076
H 0.6995 3.3503 -6.2960 0.115
C -2.2995 -1.5610 1.8767 -0.199
H 0.3713 3.1605 -3.7963 0.115
O -1.2742 3.5052 -5.6462 -0.060
H 2.8454 -3.2235 -1.5981 -0.004
C 0.8746 0.3269 -0.2118 -0.203
H -0.2745 1.8634 -6.4420 0.124
H 2.3704 3.8727 -1.5155 0.068
O 2.5736 -1.6166 -2.6129 -0.047
O 1.5764 3.4190 -1.2162 -0.025
H 0.0119 0.7101 -3.3895 0.050
O 2.4850 0.4575 3.1635 -0.042
O -4.3066 -2.6446 2.8095 -0.069
H 1.7129 -4.0950 0.7331 0.010
H -0.7579 -4.6057 0.7731 0.006
C -0.0771 2.7448 -5.8174 -0.254
H 1.4110 1.9535 -4.5431 0.122
O 2.8096 -4.0335 -1.0653 -0.056
H -0.1600 0.6311 -0.0169 0.120
H -2.4530 -2.7320 3.7045 0.122
O 1.2246 -4.1896 1.5677 -0.066
H 2.2417 -1.4456 3.5406 -0.003
H 2.3488 -4.6710 -1.6202 0.053
O -2.1411 -0.3302 2.6253 -0.088
O 0.1129 -1.9246 -0.7005 -0.062
H 2.0520 -1.4732 -0.1955 0.113
H -0.5362 2.6401 1.0219 0.091
H -1.3465 2.6256 3.3197 0.113
H -4.5437 -1.8742 3.3346 0.078
H -2.2739 1.1657 1.5325 0.040
H -2.9089 -1.3271 1.0071 0.138
C -2.8656 -2.6965 2.6905 -0.214
H 3.3748 0.4027 2.7985 0.062
O -2.4766 1.8942 0.9185 -0.055
H -0.0316 -1.5102 -1.5571 0.096
C 1.0381 -1.1441 0.0384 -0.240
C 0.3638 2.2823 -4.4628 -0.282
H -1.3255 -1.8797 1.4782 0.094
H 2.4950 -2.6245 4.4889 0.056
O 1.1770 0.6803 -1.5719 -0.105
H 2.2569 -0.7369 -2.3467 0.017
H -1.6953 3.6218 -6.5022 0.082
H 2.4864 -1.6498 -3.5696 0.061
H 1.3857 3.7703 -0.3413 0.054
H -0.8649 4.1991 2.7693 0.116
H 1.5381 0.8426 0.4952 0.114
H 2.3361 1.3924 3.3306 0.053
```

Results
**Multiplicity**: 1
**Relative energy (zero: lowest compared OMol25 entry of this formula, charge and spin)**: 0.374 eV
**DFT total energy**: -39623.747 eV
**Lowest unoccupied orbital energy**: -0.635 eV
**Frontier orbital gap**: 0.34028 Ha

(5)
The following is a quantum chemistry calculation of the molecule C8H3N5O, from the Open Molecules 2025 dataset.

```
17
Properties=species:S:1:pos:R:3:lowdin_charge:R:1
C -3.2691 1.0650 -1.1644 -0.166
C -1.4891 1.6405 0.4952 -0.456
N -1.9807 -1.5952 1.8831 0.130
C -1.2445 -2.4084 -1.4457 -0.156
C -3.1441 0.1208 1.1362 -0.007
H -0.4701 0.0395 -2.0373 0.184
N -0.4452 1.0716 -0.1231 0.079
C -1.0695 -1.3624 -0.4502 -0.211
N -3.0687 -0.6634 2.0668 0.125
C -2.7238 0.8275 0.0928 -0.149
C -1.4137 -1.5622 0.8035 -0.032
C -0.2524 -0.1821 -0.8581 -0.150
H 0.5626 1.4854 0.0554 0.214
N -1.5572 -3.3184 -2.0908 0.180
O -1.4323 2.5702 1.2885 0.103
N -3.6412 1.4267 -2.2174 0.191
H 0.7857 -0.4593 -0.8701 0.120
```

Results
**Multiplicity**: 1
**DFT total energy**: -17836.281 eV
**Lowest unoccupied orbital energy**: -1.300 eV
**Frontier orbital gap**: 0.33824 Ha

(6)
The following is a quantum chemistry calculation of a structure of composition C8H4GdNO5S, from the Open Molecules 2025 dataset.

```
20
Properties=species:S:1:pos:R:3:mulliken_spin:R:1
O 2.6397 -2.7879 -0.4348 0.005
H -4.0770 -2.1952 1.6283 0.000
H 1.7599 1.7525 -1.0381 0.422
C 1.9653 1.1200 1.6677 -0.006
C 3.6514 0.0870 -1.4030 0.040
O 0.0813 0.2226 -3.7825 0.037
Gd 0.5110 0.2843 -0.1892 5.895
C 0.4732 2.5563 -0.7218 0.202
H -1.7239 1.6485 1.0728 -0.005
C -3.3286 -1.4911 1.3556 0.006
C 1.9963 -1.8340 -0.3470 0.019
H -1.8326 -2.6485 0.3427 0.001
N -1.4826 -0.3919 0.5960 0.004
O 2.5973 1.6192 2.4971 0.026
O 4.2603 -0.8833 -1.4205 -0.010
C -2.1546 -1.6757 0.7040 0.008
C -2.1637 0.6539 1.1310 0.024
C 0.2417 0.1868 -2.6397 0.014
O 0.2923 3.7164 -0.8740 0.315
S -3.7066 0.0600 1.8554 0.003
```

Results
**Multiplicity**: 8
**Relative energy (zero: lowest compared OMol25 entry of this formula, charge and spin)**: 0.000 eV
**DFT total energy**: -51733.255 eV
**Lowest unoccupied orbital energy (spin up / spin down)**: -8.782 / -10.348 eV
**Net charge**: +2
**Frontier orbital gap (spin up / spin down)**: 0.23737 / 0.24525 Ha

Among the records above, which one has the highest DFT total energy?
C8H3N5O